w:
C23H35MoN2O4S | ωB97M-V/def2-TZVPD

Results
Gap between HOMO and LUMO (spin up / spin down) = 6.13 / 6.43 eV
<S²> = 0.76
Multiplicity = 2

Geometry (Å):
Mo (0.45, 0.05, -0.13)
C (2.20, -4.44, -1.13)
O (1.41, -3.80, -0.16)
C (2.10, -3.44, 1.02)
C (3.24, -2.46, 0.83)
O (2.78, -1.16, 0.48)
C (3.87, -0.29, 0.25)
C (3.32, 1.11, 0.10)
O (2.25, 1.14, -0.84)
C (2.67, 1.12, -2.21)
H (2.81, -5.24, -0.70)
H (2.86, -3.73, -1.66)
H (1.52, -4.86, -1.87)
H (2.51, -4.33, 1.50)
H (1.35, -2.99, 1.67)
H (3.94, -2.82, 0.07)
H (3.79, -2.40, 1.78)
H (4.41, -0.61, -0.65)
H (4.57, -0.31, 1.09)
H (4.11, 1.80, -0.21)
H (2.88, 1.45, 1.04)
H (3.40, 1.92, -2.37)
H (1.79, 1.30, -2.81)
H (3.10, 0.15, -2.48)
O (-0.46, -1.67, 0.52)
N (-1.07, -2.48, -0.37)
C (-1.95, -3.37, 0.14)
C (-2.57, -4.29, -0.65)
C (-2.27, -4.29, -2.02)
C (-1.38, -3.38, -2.52)
C (-0.75, -2.44, -1.68)
S (0.36, -1.25, -2.23)
H (-2.09, -3.27, 1.21)
H (-3.27, -4.98, -0.22)
H (-2.74, -5.01, -2.68)
H (-1.13, -3.35, -3.57)
C (-2.16, 1.73, -2.40)
C (-1.73, 3.06, -1.79)
C (-0.26, 3.39, -2.08)
C (-2.07, 3.18, -0.32)
C (-2.99, 4.16, 0.05)
C (-3.37, 4.35, 1.36)
C (-2.82, 3.53, 2.34)
C (-1.90, 2.54, 2.03)
C (-1.37, 1.69, 3.18)
C (0.14, 1.81, 3.40)
C (-1.82, 0.23, 3.10)
C (-1.52, 2.35, 0.68)
N (-0.59, 1.36, 0.38)
H (-1.97, 1.72, -3.48)
H (-3.23, 1.57, -2.24)
H (-1.62, 0.89, -1.96)
H (-2.32, 3.84, -2.29)
H (0.40, 2.70, -1.55)
H (-0.02, 4.40, -1.76)
H (-0.06, 3.31, -3.15)
H (-3.41, 4.79, -0.73)
H (-4.08, 5.12, 1.63)
H (-3.11, 3.67, 3.37)
H (-1.84, 2.12, 4.08)
H (0.68, 1.33, 2.59)
H (0.42, 1.33, 4.34)
H (0.44, 2.86, 3.44)
H (-1.39, -0.27, 2.24)
H (-2.91, 0.17, 3.03)
H (-1.51, -0.30, 4.00)

x:
C23H35MoN2O4S | ωB97M-V/def2-TZVPD

Results
Gap between HOMO and LUMO (spin up / spin down) = 6.80 / 6.14 eV
<S²> = 0.87
Multiplicity = 2

Geometry (Å):
Mo (0.61, -0.12, 0.18)
C (-1.57, -0.99, 4.12)
O (-1.58, -0.03, 3.10)
C (-2.70, 0.82, 3.15)
C (-2.53, 1.90, 2.09)
O (-1.99, 1.43, 0.87)
C (-2.86, 0.68, 0.05)
C (-2.84, -0.79, 0.39)
O (-1.52, -1.28, 0.23)
C (-1.47, -2.68, 0.51)
H (-1.55, -0.52, 5.11)
H (-0.67, -1.59, 4.00)
H (-2.45, -1.64, 4.07)
H (-2.76, 1.32, 4.13)
H (-3.63, 0.25, 3.02)
H (-1.86, 2.67, 2.44)
H (-3.51, 2.36, 1.90)
H (-2.52, 0.81, -0.98)
H (-3.89, 1.06, 0.13)
H (-3.51, -1.32, -0.30)
H (-3.19, -0.98, 1.41)
H (-2.17, -3.21, -0.14)
H (-1.75, -2.85, 1.56)
H (-0.46, -3.02, 0.33)
O (2.47, 0.58, -0.41)
N (3.13, 1.52, 0.26)
C (4.44, 1.63, -0.01)
C (5.20, 2.60, 0.57)
C (4.57, 3.48, 1.47)
C (3.24, 3.34, 1.74)
C (2.48, 2.32, 1.13)
S (0.82, 2.03, 1.42)
H (4.80, 0.89, -0.72)
H (6.25, 2.67, 0.33)
H (5.15, 4.26, 1.95)
H (2.73, 3.99, 2.43)
C (0.33, -2.62, -3.11)
C (1.76, -2.10, -3.27)
C (1.77, -0.59, -3.55)
C (2.72, -2.49, -2.15)
C (3.95, -3.01, -2.53)
C (4.90, -3.40, -1.60)
C (4.59, -3.29, -0.26)
C (3.36, -2.77, 0.18)
C (3.15, -2.72, 1.68)
C (3.38, -1.33, 2.28)
C (1.82, -3.31, 2.17)
C (2.44, -2.33, -0.78)
N (1.26, -1.67, -0.40)
H (-0.21, -2.51, -4.06)
H (-0.21, -2.08, -2.34)
H (0.33, -3.68, -2.85)
H (2.17, -2.58, -4.16)
H (1.42, -0.03, -2.68)
H (1.11, -0.36, -4.39)
H (2.77, -0.24, -3.79)
H (4.16, -3.12, -3.59)
H (5.85, -3.80, -1.92)
H (5.30, -3.62, 0.49)
H (3.94, -3.37, 2.08)
H (2.62, -0.63, 1.95)
H (4.36, -0.94, 2.00)
H (3.34, -1.39, 3.37)
H (0.99, -2.66, 1.92)
H (1.85, -3.43, 3.26)
H (1.64, -4.29, 1.73)

Relative energy of each structure, in kJ/mol: w 0.0; x 102.5.

w:
C5H11FN | ωB97M-V/def2-TZVPD

Results
Gap between HOMO and LUMO = 13.26 eV
Charge = +1

Geometry (Å):
C (-1.46, 1.14, 0.20)
N (-0.85, -0.52, -0.05)
F (-1.91, -1.33, -0.22)
C (0.02, -0.78, 1.13)
C (1.25, 0.11, 0.74)
C (1.17, 0.33, -0.80)
C (0.12, -0.56, -1.21)
H (-1.72, 1.51, -0.83)
H (-2.26, 0.71, 0.80)
H (-0.58, 1.61, 0.50)
H (0.16, -1.87, 0.97)
H (-0.42, -0.62, 2.18)
H (2.11, -0.38, 1.08)
H (1.30, 0.96, 1.34)
H (0.87, 1.29, -1.10)
H (2.08, 0.21, -1.32)
H (-0.46, -0.21, -2.03)
H (0.59, -1.59, -1.40)

x:
C5H11FN | ωB97M-V/def2-TZVPD

Results
Gap between HOMO and LUMO = 11.11 eV
Charge = +1

Geometry (Å):
C (0.46, -2.13, 0.22)
C (-0.20, -1.17, -0.44)
C (-0.60, 0.25, 0.20)
C (-2.04, 0.52, -0.10)
F (-0.48, 0.14, 1.54)
C (0.43, 1.32, -0.17)
N (1.74, 0.68, 0.23)
H (0.90, -2.94, -0.31)
H (0.39, -2.07, 1.35)
H (-0.38, -1.54, -1.43)
H (-2.40, 1.41, 0.53)
H (-2.68, -0.40, 0.03)
H (-2.33, 0.85, -1.12)
H (0.51, 2.36, 0.00)
H (0.50, 1.40, -1.31)
H (1.64, -0.35, -0.20)
H (2.01, 0.53, 1.24)
H (2.53, 1.13, -0.26)

Relative energy of each structure, in kJ/mol: w 194.1; x 0.0.

w:
C9H27N7O9PZn | ωB97M-V/def2-TZVPD

Results
Gap between HOMO and LUMO = 1.63 eV
Charge = -1

Geometry (Å):
Zn (0.01, 0.39, -0.47)
P (-1.64, 2.60, -2.28)
O (-0.71, 1.76, -1.46)
O (-2.11, 1.90, -3.56)
O (-1.06, 3.79, -3.05)
O (-2.68, 3.28, -1.41)
C (3.12, 1.35, 0.01)
O (1.96, 1.04, -0.24)
N (3.52, 1.54, 1.23)
N (4.01, 1.55, -0.97)
H (2.75, 1.42, 1.87)
H (4.48, 1.47, 1.52)
H (3.91, 1.25, -1.93)
H (4.87, 1.99, -0.68)
C (-2.30, 1.26, 1.54)
O (-1.11, 1.12, 1.24)
N (-3.22, 1.93, 0.90)
N (-2.88, 0.73, 2.53)
H (-4.18, 1.83, 1.19)
H (-2.89, 2.36, 0.05)
H (-3.81, 0.91, 2.88)
H (-2.15, 0.36, 3.12)
C (-2.42, -1.25, -1.76)
O (-1.60, -0.70, -1.09)
N (-2.93, -0.75, -2.87)
N (-3.04, -2.43, -1.46)
H (-2.65, 0.18, -3.12)
H (-3.93, -0.88, -2.91)
H (-2.81, -2.85, -0.57)
H (-3.83, -2.78, -1.98)
C (0.71, -0.96, -3.52)
O (0.81, -0.85, -2.06)
C (1.48, -2.01, -1.54)
C (0.69, -2.37, -0.25)
N (0.59, -1.34, 0.77)
C (1.67, -1.54, 1.75)
C (1.34, -0.76, 3.05)
O (1.25, 0.64, 2.84)
C (0.87, 1.46, 3.96)
H (1.57, -1.33, -4.08)
H (0.34, -0.08, -4.04)
H (0.06, -1.82, -3.69)
H (2.53, -1.72, -1.44)
H (1.48, -2.91, -2.17)
H (1.13, -3.33, 0.04)
H (-0.27, -2.75, -0.62)
H (-0.14, -1.65, 1.40)
H (2.66, -1.27, 1.39)
H (1.88, -2.58, 2.00)
H (2.21, -1.13, 3.60)
H (0.38, -1.09, 3.45)
H (1.60, 1.91, 4.63)
H (0.28, 0.92, 4.70)
H (0.20, 2.22, 3.55)

x:
C9H27N7O9PZn | ωB97M-V/def2-TZVPD

Results
Gap between HOMO and LUMO = 3.29 eV
Charge = -1

Geometry (Å):
Zn (0.47, -0.22, 0.78)
P (1.13, -0.13, 3.32)
O (1.91, -0.08, 1.90)
O (-0.22, -0.01, 2.57)
O (1.38, 1.01, 4.31)
O (1.30, -1.29, 4.31)
C (2.18, -0.18, -1.78)
O (1.57, -0.51, -0.79)
N (3.47, -0.06, -1.81)
N (1.66, 0.22, -2.91)
H (3.81, 0.40, -2.63)
H (3.91, -0.59, -1.06)
H (0.66, 0.13, -3.03)
H (2.17, 0.12, -3.77)
C (3.62, 2.64, 1.33)
O (4.17, 3.67, 0.97)
N (3.21, 1.63, 0.61)
N (3.21, 2.48, 2.58)
H (3.53, 1.45, -0.33)
H (2.62, 0.91, 1.02)
H (3.72, 3.05, 3.24)
H (2.63, 1.70, 2.86)
C (-0.11, 2.82, -0.25)
O (0.02, 1.71, 0.18)
N (-0.01, 3.89, 0.45)
N (-0.14, 3.02, -1.54)
H (0.08, 3.79, 1.45)
H (-0.32, 4.73, 0.00)
H (-0.21, 2.14, -2.03)
H (-0.08, 3.94, -1.95)
C (0.57, -3.41, 1.83)
O (0.26, -2.56, 0.74)
C (-0.68, -3.11, -0.22)
C (-1.14, -1.93, -0.98)
N (-1.23, -0.63, -0.25)
C (-2.54, -0.45, 0.40)
C (-3.71, -0.27, -0.65)
O (-4.20, -1.52, -1.07)
C (-5.13, -1.46, -2.14)
H (0.85, -4.33, 1.32)
H (-0.30, -3.74, 2.38)
H (1.33, -2.83, 2.37)
H (-1.56, -3.31, 0.38)
H (-0.43, -3.94, -0.88)
H (-2.05, -2.18, -1.53)
H (-0.45, -1.81, -1.81)
H (-1.56, -0.11, -1.05)
H (-2.47, 0.45, 0.99)
H (-2.84, -1.31, 1.00)
H (-3.34, 0.39, -1.44)
H (-4.50, 0.12, 0.00)
H (-6.17, -1.38, -1.81)
H (-5.15, -2.38, -2.72)
H (-4.85, -0.69, -2.85)

Relative energy of each structure, in kJ/mol: w 150.1; x 0.0.

w:
C9H7NO2 | ωB97M-V/def2-TZVPD

Results
Gap between HOMO and LUMO = 9.03 eV

Geometry (Å):
C (3.27, -0.84, -0.03)
C (1.93, -0.23, -0.05)
N (1.00, -1.09, 0.01)
C (-0.31, -0.61, -0.13)
C (-1.41, -1.42, -0.09)
C (-2.67, -0.79, 0.10)
C (-2.90, 0.56, -0.04)
C (-1.78, 1.41, -0.19)
C (-0.42, 0.87, -0.18)
C (0.68, 1.76, -0.06)
O (0.68, 2.97, 0.15)
O (1.86, 1.12, -0.02)
H (3.10, -1.93, 0.16)
H (3.65, -0.44, 0.84)
H (3.89, -0.70, -0.95)
H (-1.17, -2.46, 0.11)
H (-3.47, -1.59, 0.57)
H (-3.96, 0.88, 0.02)
H (-1.97, 2.54, -0.22)

x:
C9H7NO2 | ωB97M-V/def2-TZVPD

Results
Gap between HOMO and LUMO = 8.57 eV

Geometry (Å):
O (-4.13, -0.03, -0.01)
N (-3.20, -1.10, -0.07)
C (-2.04, -0.56, 0.03)
C (-1.88, 1.00, 0.09)
C (-0.63, 1.48, -0.02)
C (0.57, 0.62, 0.03)
C (1.91, 1.10, 0.01)
C (3.00, 0.26, 0.04)
C (2.75, -1.16, 0.01)
C (1.45, -1.60, -0.04)
C (0.35, -0.78, 0.05)
O (-0.90, -1.33, 0.19)
H (-5.00, -0.42, -0.17)
H (-2.76, 1.58, 0.17)
H (-0.45, 2.53, 0.02)
H (2.18, 2.20, -0.06)
H (4.02, 0.68, -0.13)
H (3.56, -1.84, -0.06)
H (1.19, -2.63, -0.10)

Relative energy of each structure, in kJ/mol: w 0.0; x 157.7.

w:
C28H43ClFGeN3O7Zn | ωB97M-V/def2-TZVPD

Results
Gap between HOMO and LUMO = 8.49 eV
Charge = +2

Geometry (Å):
Zn (-0.03, 1.26, -0.11)
C (-7.05, -0.78, -0.87)
C (-6.92, 0.61, -0.26)
C (-7.75, 1.64, -1.01)
C (-7.70, 2.97, -0.29)
C (-6.28, 3.40, -0.07)
C (-5.96, 4.73, 0.10)
C (-4.64, 5.12, 0.28)
F (-4.38, 6.42, 0.45)
C (-3.61, 4.22, 0.27)
C (-3.90, 2.86, 0.09)
C (-2.81, 1.91, 0.05)
O (-1.62, 2.38, 0.20)
C (-3.15, 0.56, -0.12)
C (-4.50, 0.23, -0.24)
N (-5.50, 1.09, -0.22)
C (-5.23, 2.45, -0.07)
C (-2.22, -0.64, -0.17)
O (-2.71, -1.75, -0.25)
O (-0.94, -0.43, -0.12)
H (-8.11, -1.00, -0.96)
H (-6.61, -1.56, -0.25)
H (-6.61, -0.82, -1.86)
H (-7.25, 0.59, 0.78)
H (-8.77, 1.28, -1.09)
H (-7.37, 1.74, -2.03)
H (-8.20, 2.88, 0.68)
H (-8.23, 3.75, -0.84)
H (-6.74, 5.48, 0.09)
H (-2.59, 4.55, 0.40)
H (-4.73, -0.81, -0.35)
C (1.33, 5.44, -0.79)
C (0.67, 4.05, -0.89)
N (1.13, 3.18, 0.20)
C (2.60, 3.06, 0.14)
C (3.26, 4.43, 0.35)
N (2.17, 5.46, 0.45)
C (1.31, 5.18, 1.65)
C (0.74, 3.75, 1.50)
H (0.61, 6.25, -0.70)
H (2.00, 5.65, -1.63)
H (0.92, 3.58, -1.84)
H (-0.42, 4.13, -0.82)
H (2.88, 2.65, -0.83)
H (2.93, 2.36, 0.91)
H (3.90, 4.73, -0.48)
H (3.84, 4.49, 1.27)
H (2.59, 6.38, 0.56)
H (0.53, 5.95, 1.66)
H (1.93, 5.30, 2.54)
H (-0.34, 3.76, 1.56)
H (1.13, 3.11, 2.29)
O (1.12, 1.00, -1.98)
Cl (2.04, 0.01, -1.40)
O (1.58, -1.32, -1.77)
O (3.36, 0.23, -1.84)
O (1.91, 0.18, 0.05)
C (-0.26, -7.34, -0.49)
C (-0.34, -5.82, -0.49)
C (-0.13, -5.20, -1.87)
C (-0.18, -3.67, -1.80)
Ge (1.07, -2.99, -0.52)
C (2.92, -3.56, -0.39)
C (3.15, -5.07, -0.22)
C (4.63, -5.44, -0.34)
C (4.86, -6.93, -0.20)
H (-0.41, -7.75, 0.50)
H (0.72, -7.67, -0.85)
H (-1.02, -7.76, -1.15)
H (0.42, -5.42, 0.20)
H (-1.31, -5.49, -0.10)
H (-0.90, -5.56, -2.56)
H (0.82, -5.53, -2.29)
H (-1.16, -3.32, -1.48)
H (0.03, -3.20, -2.76)
H (0.55, -2.31, 0.74)
H (3.35, -3.03, 0.47)
H (3.43, -3.20, -1.28)
H (2.58, -5.64, -0.96)
H (2.78, -5.40, 0.76)
H (5.19, -4.90, 0.44)
H (5.01, -5.08, -1.30)
H (4.53, -7.30, 0.77)
H (5.91, -7.19, -0.31)
H (4.30, -7.49, -0.97)

x:
C28H43ClFGeN3O7Zn | ωB97M-V/def2-TZVPD

Results
Gap between HOMO and LUMO = 8.40 eV
Charge = +2

Geometry (Å):
Zn (1.46, -0.08, -1.70)
C (-3.83, -4.47, 1.05)
C (-4.03, -4.02, -0.39)
C (-5.45, -3.52, -0.61)
C (-5.66, -3.23, -2.09)
C (-4.59, -2.32, -2.61)
C (-4.83, -1.52, -3.71)
C (-3.82, -0.71, -4.24)
F (-4.10, 0.04, -5.30)
C (-2.57, -0.68, -3.68)
C (-2.32, -1.44, -2.54)
C (-1.03, -1.34, -1.89)
O (-0.06, -0.76, -2.48)
C (-0.97, -1.90, -0.59)
C (-1.97, -2.75, -0.15)
N (-3.07, -2.99, -0.83)
C (-3.33, -2.28, -1.99)
C (0.10, -1.56, 0.37)
O (0.29, -2.14, 1.40)
O (0.82, -0.45, 0.08)
H (-4.58, -5.22, 1.28)
H (-3.95, -3.65, 1.75)
H (-2.86, -4.94, 1.20)
H (-3.86, -4.88, -1.06)
H (-5.63, -2.61, -0.03)
H (-6.16, -4.27, -0.28)
H (-6.64, -2.79, -2.27)
H (-5.63, -4.16, -2.66)
H (-5.81, -1.51, -4.16)
H (-1.79, -0.05, -4.07)
H (-1.83, -3.23, 0.81)
C (5.70, 1.08, -1.11)
C (4.20, 1.06, -1.45)
N (3.59, -0.21, -1.02)
C (4.36, -1.32, -1.59)
C (5.78, -1.33, -0.99)
N (5.98, -0.07, -0.23)
C (5.08, -0.05, 0.94)
C (3.65, -0.31, 0.44)
H (5.98, 2.00, -0.62)
H (6.31, 0.98, -2.01)
H (4.06, 1.17, -2.53)
H (3.67, 1.88, -0.97)
H (4.38, -1.20, -2.67)
H (3.85, -2.26, -1.36)
H (6.54, -1.39, -1.77)
H (5.93, -2.17, -0.31)
H (6.95, -0.02, 0.10)
H (5.16, 0.93, 1.43)
H (5.38, -0.82, 1.66)
H (2.96, 0.42, 0.88)
H (3.30, -1.30, 0.74)
O (0.05, 1.97, -3.65)
Cl (1.30, 2.00, -3.06)
O (2.04, 3.14, -3.30)
O (2.08, 0.82, -3.41)
O (1.15, 1.84, -1.59)
C (1.84, 3.63, 4.95)
C (1.91, 2.80, 3.67)
C (1.27, 3.53, 2.49)
C (1.26, 2.71, 1.21)
Ge (0.05, 1.10, 1.30)
C (-1.72, 1.33, 0.39)
C (-2.53, 2.50, 0.93)
C (-3.30, 2.17, 2.21)
C (-2.41, 1.64, 3.32)
H (2.27, 3.08, 5.79)
H (0.81, 3.87, 5.19)
H (2.40, 4.56, 4.84)
H (1.39, 1.85, 3.83)
H (2.96, 2.57, 3.45)
H (1.82, 4.46, 2.31)
H (0.25, 3.81, 2.76)
H (2.27, 2.44, 0.91)
H (0.85, 3.30, 0.39)
H (0.23, 0.13, 2.48)
H (-2.31, 0.41, 0.44)
H (-1.46, 1.51, -0.66)
H (-3.25, 2.82, 0.17)
H (-1.86, 3.34, 1.12)
H (-4.08, 1.43, 1.98)
H (-3.80, 3.08, 2.54)
H (-2.14, 0.59, 3.16)
H (-2.93, 1.69, 4.28)
H (-1.50, 2.23, 3.40)

Relative energy of each structure, in kJ/mol: w 0.0; x 67.0.